Model i:
Computed, not measured: an isolated molecule of C18H26N6O4, with wB97M-V/def2-TZVPD.

XYZ file:
```
54
Properties=species:S:1:pos:R:3:nbo_charge:R:1
C -3.3893 -2.9891 -3.3586 -0.66
C -1.9165 -3.2081 -3.2787 0.17
N -1.3832 -4.3829 -3.5627 -0.27
N -0.0646 -4.2255 -3.3446 -0.34
C 0.2656 -2.9808 -2.9414 0.17
C 1.6618 -2.5750 -2.6152 -0.65
C -0.9192 -2.2809 -2.8770 -0.19
C -1.0876 -0.8433 -2.5171 -0.51
C -1.2753 -0.2967 -1.0984 0.71
O -1.3965 0.9227 -1.0182 -0.67
N -1.2638 -1.0538 0.0361 -0.42
C -1.4473 -2.5011 0.1243 -0.34
C -2.8464 -2.8043 0.6462 0.67
O -3.5865 -3.6264 0.1457 -0.61
N -3.1636 -2.0219 1.7057 -0.61
C -2.1254 -1.2279 2.3381 -0.24
C -1.4532 -0.3276 1.3047 -0.14
C -0.1029 0.1699 1.8425 0.69
O 0.4764 -0.4006 2.7521 -0.64
N 0.3747 1.2524 1.1967 -0.61
C 1.5491 1.9523 1.6430 -0.14
C 2.5755 2.1366 0.5346 -0.40
C 3.7434 2.9378 1.0833 -0.41
C 3.2706 4.3087 1.5257 -0.20
N 2.0931 4.2514 2.3836 -0.44
C 1.7175 5.5102 3.0018 -0.41
C 1.1436 3.2738 2.3130 0.67
O 0.0389 3.4006 2.8070 -0.62
H -3.8275 -2.9541 -2.3590 0.24
H -3.6239 -2.0544 -3.8710 0.21
H -3.8526 -3.8106 -3.9010 0.24
H 0.5544 -4.9973 -3.5172 0.40
H 1.8179 -1.5234 -2.8556 0.23
H 1.8780 -2.7065 -1.5527 0.23
H 2.3877 -3.1590 -3.1815 0.22
H -0.2302 -0.2694 -2.8778 0.25
H -1.9413 -0.4279 -3.0572 0.25
H -1.3334 -2.9738 -0.8393 0.27
H -0.7018 -2.9193 0.8074 0.22
H -4.0523 -2.1737 2.1533 0.41
H -2.5690 -0.6038 3.1103 0.23
H -1.3746 -1.8537 2.8225 0.22
H -2.0892 0.5311 1.0907 0.24
H -0.2155 1.6548 0.4794 0.44
H 1.9852 1.3390 2.4362 0.25
H 2.8934 1.1574 0.1738 0.22
H 2.1188 2.6636 -0.3103 0.20
H 4.1823 2.4072 1.9328 0.21
H 4.5279 3.0595 0.3353 0.22
H 4.0603 4.8215 2.0788 0.20
H 3.0469 4.9259 0.6448 0.18
H 0.9593 5.3276 3.7561 0.24
H 2.5982 5.9570 3.4631 0.20
H 1.3122 6.2116 2.2656 0.19
```

The HOMO-LUMO gap comes out at 0.3469 Ha. Its LUMO energy is 0.51 eV. Its SMILES is Cc1n[nH]c(C)c1CC(=O)N1CC(=O)NC[C@H]1C(=O)N[C@H]1CCCN(C)C1=O. As for the molar mass: 390.44 g/mol.

Model ii:
Computed, not measured: an isolated molecule of C18H26N6O4, with wB97M-V/def2-TZVPD.

XYZ file:
```
54
Properties=species:S:1:pos:R:3:nbo_charge:R:1
C -1.9156 2.1695 -1.3162 -0.64
C -2.2930 2.7004 0.0311 0.16
N -2.2552 3.9918 0.2905 -0.28
N -2.6427 4.0934 1.5744 -0.34
C -2.9250 2.9008 2.1456 0.18
C -3.3546 2.7734 3.5686 -0.65
C -2.7146 1.9610 1.1631 -0.15
C -2.8524 0.4775 1.2487 -0.51
C -1.4993 -0.2253 1.2292 0.71
O -0.4719 0.3762 1.5128 -0.65
N -1.4657 -1.5406 0.8835 -0.42
C -2.6355 -2.3945 0.7108 -0.32
C -2.7319 -3.3499 1.8985 0.66
O -3.7634 -3.5854 2.4932 -0.60
N -1.5184 -3.8568 2.2196 -0.61
C -0.4200 -3.7240 1.2781 -0.24
C -0.1797 -2.2495 0.9517 -0.14
C 0.5815 -2.1155 -0.3762 0.70
O 0.7391 -3.0602 -1.1289 -0.63
N 1.0338 -0.8634 -0.6167 -0.62
C 1.9890 -0.5974 -1.6602 -0.14
C 1.7053 0.7086 -2.3863 -0.40
C 2.7876 0.9190 -3.4307 -0.41
C 4.1459 1.0330 -2.7632 -0.20
N 4.3914 -0.0029 -1.7660 -0.43
C 5.7427 -0.0232 -1.2341 -0.41
C 3.4142 -0.6657 -1.0846 0.67
O 3.6406 -1.3355 -0.0933 -0.62
H -1.6810 1.1052 -1.2661 0.21
H -2.7220 2.3055 -2.0388 0.22
H -1.0368 2.6896 -1.6956 0.23
H -2.6838 5.0026 1.9982 0.40
H -3.4562 1.7242 3.8387 0.23
H -2.6203 3.2163 4.2427 0.23
H -4.3155 3.2593 3.7443 0.22
H -3.3780 0.1742 2.1578 0.24
H -3.4625 0.1232 0.4159 0.23
H -3.5540 -1.8228 0.6704 0.24
H -2.5404 -2.9614 -0.2194 0.23
H -1.4772 -4.5326 2.9647 0.41
H 0.4812 -4.1430 1.7175 0.23
H -0.6117 -4.2690 0.3519 0.22
H 0.4150 -1.7699 1.7295 0.25
H 0.9516 -0.2049 0.1503 0.43
H 1.9109 -1.4281 -2.3652 0.25
H 0.7142 0.6655 -2.8384 0.22
H 1.7007 1.5378 -1.6701 0.20
H 2.7907 0.0767 -4.1279 0.21
H 2.6039 1.8223 -4.0128 0.22
H 4.9400 0.9799 -3.5118 0.20
H 4.2392 2.0120 -2.2765 0.18
H 5.8227 -0.8095 -0.4920 0.25
H 6.4519 -0.2030 -2.0433 0.19
H 5.9854 0.9355 -0.7667 0.19
```

The HOMO-LUMO gap comes out at 0.3522 Ha. Its LUMO energy is 0.68 eV. Its SMILES is Cc1n[nH]c(C)c1CC(=O)N1CC(=O)NC[C@H]1C(=O)N[C@H]1CCCN(C)C1=O. As for the molar mass: 390.44 g/mol.

Q: Which of them is the most stable? A: model ii.

Model i:
Computed, not measured: a structure of composition BCdH26O15P, with wB97M-V/def2-TZVPD.

XYZ file:
```
44
Properties=species:S:1:pos:R:3:nbo_charge:R:1
Cd 0.2521 -0.0910 -2.0437 1.77
P 1.0446 0.5158 -4.4052 2.46
O 0.6215 1.8135 -5.1283 -1.27
O 2.1369 -0.1161 -5.2846 -1.27
O -0.1873 -0.4014 -4.0324 -1.34
O 1.7295 0.8319 -2.9972 -1.37
B 0.5484 0.1827 0.2121 -1.02
H 0.0524 1.2075 0.0047 0.02
H 0.9629 0.1645 1.2999 0.00
H -0.1435 -0.6951 0.0131 -0.01
H 1.4413 0.0899 -0.4863 0.03
O -2.3786 -3.2743 -0.1083 -0.96
H -2.6369 -3.9312 0.5447 0.47
H -1.4101 -3.2655 -0.0778 0.50
O -1.1584 1.7524 -2.1450 -0.94
H -2.0525 1.6943 -2.4993 0.48
H -1.1607 2.5507 -1.6033 0.48
O 1.3930 2.9059 1.5894 -0.97
H 0.5908 3.3731 1.8427 0.46
H 1.0831 2.0293 1.2730 0.51
O 4.1125 0.0175 -1.4539 -0.99
H 3.4524 0.4689 -2.0290 0.54
H 3.6057 -0.2462 -0.6817 0.44
O 0.0560 -2.5992 1.7864 -0.98
H 0.6912 -2.1144 1.2358 0.51
H 0.2591 -2.3205 2.6840 0.47
O -1.6679 -1.0761 -1.7624 -0.98
H -2.3222 -0.6171 -2.3034 0.50
H -2.1784 -1.6678 -1.1825 0.49
O -1.8139 -0.2271 1.9748 -1.03
H -1.9306 -1.1829 1.9387 0.48
H -1.0130 -0.0726 1.4214 0.53
O 1.0423 -2.1932 -1.8332 -0.95
H 0.6441 -3.0380 -2.0776 0.48
H 1.7675 -2.4170 -1.2342 0.48
O -3.2675 1.9378 0.2685 -0.96
H -3.8458 1.9546 1.0364 0.46
H -2.5910 1.2778 0.4910 0.50
O -0.2783 0.6308 4.7869 -0.96
H 0.0083 -0.2709 4.9497 0.47
H -0.8043 0.5727 3.9670 0.50
O 2.0945 2.0462 4.2297 -1.01
H 2.0434 1.9964 3.2489 0.50
H 1.2075 1.8034 4.5706 0.48
```

The HOMO-LUMO gap comes out at 0.0954 Ha. The total charge is -2. Its LUMO energy is 3.46 eV. As for the molar mass: 420.39 g/mol.

Model ii:
Computed, not measured: a structure of composition BCdH26O15P, with wB97M-V/def2-TZVPD.

XYZ file:
```
44
Properties=species:S:1:pos:R:3:nbo_charge:R:1
Cd 0.3443 -1.0088 1.3852 1.78
P 2.3155 -1.0837 3.1574 2.46
O 2.2654 -1.2629 4.6699 -1.27
O 1.2111 -2.1581 2.9052 -1.37
O 3.7336 -1.5961 2.8863 -1.27
O 1.7490 0.0599 2.2911 -1.36
B -0.2000 0.3435 -0.4671 -0.93
H -0.5831 1.0568 0.2461 0.01
H -0.8430 -0.4962 -0.6809 0.01
H -0.0421 0.8473 -1.4081 -0.06
H 0.7827 -0.0101 -0.1959 0.02
O 3.3270 1.7381 0.7916 -0.99
H 2.8435 1.0507 1.2498 0.52
H 2.7161 2.0602 0.1288 0.43
O -0.4764 3.7697 1.4921 -0.97
H 0.0443 3.8993 0.6995 0.48
H 0.0900 3.2589 2.0705 0.50
O -2.8737 2.1005 1.5610 -0.97
H -2.1637 2.7378 1.4840 0.50
H -3.4580 2.3028 0.8303 0.47
O -1.2321 -0.2983 2.2965 -1.00
H -1.4892 -0.2329 3.2162 0.51
H -1.7585 0.3665 1.8524 0.51
O -0.2493 -1.1206 -3.0196 -0.99
H -0.2117 -0.4739 -2.3149 0.52
H 0.6648 -1.2586 -3.2677 0.48
O -0.7326 -2.6821 0.7159 -0.97
H -0.5404 -3.3221 0.0306 0.51
H -1.4589 -3.0668 1.2066 0.48
O -1.5758 2.7647 -2.4677 -0.95
H -1.1830 2.3808 -1.6838 0.50
H -0.9212 3.3875 -2.7838 0.45
O -0.2789 -3.7174 -2.1374 -0.98
H -0.1799 -2.7984 -2.3862 0.50
H -0.9197 -4.0661 -2.7570 0.45
O 1.9707 -1.8530 0.1409 -0.98
H 2.7109 -2.3113 0.5385 0.53
H 2.2788 -1.6122 -0.7328 0.47
O -3.9457 -0.1633 -1.0319 -0.96
H -3.1479 0.3064 -0.7889 0.49
H -3.6420 -0.8809 -1.5878 0.47
O 1.9667 0.7437 -2.7405 -0.97
H 1.8568 1.5325 -3.2715 0.45
H 1.2354 0.7660 -2.1234 0.50
```

The HOMO-LUMO gap comes out at 0.0976 Ha. The total charge is -2. Its LUMO energy is 3.96 eV. As for the molar mass: 420.39 g/mol.

Q: Which of them is the most stable? A: model i.

Model i:
Computed, not measured: a cluster of 2 separate species, Br3HOSi in total, with wB97M-V/def2-TZVPD.

XYZ file:
```
6
Properties=species:S:1:pos:R:3:nbo_charge:R:1
O -1.0972 1.9833 0.0861 -0.61
Si 0.2212 -0.8442 0.1070 0.91
Br -0.9950 -2.5160 -0.6101 -0.25
Br 0.8637 -1.2800 2.0868 -0.22
Br 1.6756 -0.1045 -1.3673 -0.25
H -0.6683 2.7613 -0.3026 0.42
```

The HOMO-LUMO gap (spin up / spin down) comes out at 0.3500 / 0.2253 Ha. Its LUMO energy (spin up / spin down) is -1.55 / -1.94 eV. As for the molar mass: 284.81 g/mol.

Model ii:
Computed, not measured: an isolated molecule of Br3HOSi, with wB97M-V/def2-TZVPD.

XYZ file:
```
6
Properties=species:S:1:pos:R:3:nbo_charge:R:1
O -0.3749 0.0009 -0.5320 -1.11
Si -1.9977 -0.0212 -0.0961 1.38
Br -3.1821 1.1693 -1.4908 -0.28
Br -2.3414 0.8515 1.9193 -0.29
Br -2.9712 -1.9778 0.0559 -0.25
H 0.1550 0.7562 -0.8451 0.53
```

The HOMO-LUMO gap comes out at 0.3931 Ha. Its LUMO energy is 0.10 eV. Its SMILES is O[Si](Br)(Br)Br. As for the molar mass: 284.81 g/mol.

Q: Which of them is the most stable? A: model ii.

Model i:
Computed, not measured: a cluster of 2 separate species, C4H8N2O2 in total, with wB97M-V/def2-TZVPD.

XYZ file:
```
16
Properties=species:S:1:pos:R:3:nbo_charge:R:1
C 0.2470 1.6290 -1.0984 -0.05
N -0.2335 0.8311 -0.2985 -0.39
C -1.3138 -0.0265 -0.5728 -0.10
C -1.3067 -1.2616 0.2888 -0.41
C -2.2536 -0.1199 0.6022 -0.41
H 1.0353 2.3374 -0.8762 0.18
H -0.2816 1.7485 -2.0876 0.12
H -1.7175 -0.1258 -1.4782 0.19
H -0.4728 -1.3655 0.9190 0.22
H -1.7654 -2.1335 0.0296 0.21
H -3.3630 -0.2653 0.4593 0.22
H -2.0104 0.5680 1.4935 0.23
O 4.0312 0.8603 0.2085 -0.26
N 3.1221 0.2146 0.6483 0.38
O 3.4014 -1.1905 0.5806 -0.59
H 2.8813 -1.7002 1.1820 0.48
```

The HOMO-LUMO gap comes out at 0.3496 Ha. Its LUMO energy is 0.02 eV. Its SMILES is C=NC1CC1.O=NO. As for the molar mass: 116.12 g/mol.

Model ii:
Computed, not measured: an isolated molecule of C4H8N2O2, with wB97M-V/def2-TZVPD.

XYZ file:
```
16
Properties=species:S:1:pos:R:3:nbo_charge:R:1
C 0.0031 2.4631 0.5223 -0.25
O -0.6250 1.2141 0.2119 -0.53
C 0.0524 0.0466 -0.0909 0.63
N 1.2654 -0.2309 0.2816 -0.27
O 1.8517 0.6152 1.2228 -0.57
N -0.6387 -0.7642 -0.9967 -0.42
C -1.7315 -1.5650 -0.4695 -0.24
C -0.4797 -2.1897 -1.0522 -0.24
H -0.6471 3.2682 0.1590 0.20
H 0.3890 2.5890 1.5679 0.20
H 0.9996 2.5002 -0.0788 0.19
H 2.6832 0.1996 1.2867 0.48
H -1.8196 -1.6709 0.6192 0.20
H -2.6350 -1.6763 -1.0391 0.21
H 0.2209 -2.8062 -0.4119 0.21
H -0.4576 -2.6023 -2.0337 0.20
```

The HOMO-LUMO gap comes out at 0.3543 Ha. Its LUMO energy is 0.98 eV. Its SMILES is CO/C(=N\O)N1CC1. As for the molar mass: 116.12 g/mol.

Q: Which of them is the most stable? A: model ii.

Model i:
Computed, not measured: an isolated molecule of C4H5NO6S, with wB97M-V/def2-TZVPD.

XYZ file:
```
17
Properties=species:S:1:pos:R:3:nbo_charge:R:1
O -2.2294 -0.8946 -1.3136 -0.86
S -1.7201 0.1661 -0.5250 2.45
O -2.1253 1.4716 -0.7828 -0.90
O -2.0832 -0.1030 1.2790 -0.40
O -1.2645 -1.2304 1.5415 -0.47
N -0.0441 0.2009 -0.4683 -0.68
C 0.8103 -0.8762 -0.8213 0.44
O 0.2447 -1.8523 -1.5019 -0.64
C 2.0287 -0.5657 -0.2710 -0.33
C 1.9383 0.6962 0.3638 -0.34
C 0.6974 1.1627 0.1761 0.45
O 0.2054 2.3508 0.5717 -0.66
H -0.8712 -1.1163 2.4193 0.48
H -0.5684 -1.9982 -1.1577 0.49
H 3.0245 -0.9175 -0.5666 0.24
H 2.7188 1.0768 0.8327 0.22
H -0.7619 2.4289 0.2242 0.51
```

The HOMO-LUMO gap comes out at 0.2954 Ha. Its LUMO energy is 0.06 eV. Its SMILES is O=S(=O)(OO)n1c(O)ccc1O. As for the molar mass: 195.15 g/mol.

Model ii:
Computed, not measured: an isolated molecule of C4H5NO6S, with wB97M-V/def2-TZVPD.

XYZ file:
```
17
Properties=species:S:1:pos:R:3:nbo_charge:R:1
O 0.7176 -2.5807 -0.4589 -0.50
C 0.3817 -1.4667 -0.2121 0.66
C 1.0318 -0.0898 -0.4516 -0.52
C 0.0285 0.7563 0.1927 -0.50
C -1.1916 -0.1159 0.4094 0.67
O -2.3860 0.2825 0.6885 -0.72
S -3.8968 0.2969 0.0177 2.59
O -3.9861 1.2633 -0.9702 -0.87
O -4.8322 0.2859 1.0780 -0.86
O -3.7442 -1.0852 -0.6604 -0.47
O -3.4747 -2.0716 0.2949 -0.42
N -0.9009 -1.3423 0.2867 -0.57
H 2.0903 0.0493 -0.1052 0.26
H 0.9653 0.1791 -1.6185 0.25
H -0.2394 1.6360 -0.4741 0.24
H 0.3998 1.1626 1.1502 0.25
H -2.4142 -2.0260 0.3246 0.49
```

The HOMO-LUMO gap comes out at 0.3855 Ha. Its LUMO energy is -0.27 eV. Its SMILES is O=C1CCC(OS(=O)(=O)OO)=N1. As for the molar mass: 195.15 g/mol.

Q: Which of them is the most stable? A: model ii.

Model i:
Computed, not measured: an isolated molecule of C21H23N5O3, with wB97M-V/def2-TZVPD.

XYZ file:
```
52
Properties=species:S:1:pos:R:3:nbo_charge:R:1
C -4.1181 -5.4522 -0.7338 -0.24
O -3.2116 -5.3811 0.3366 -0.55
C -3.2366 -4.1692 1.0703 -0.06
C -1.9005 -3.4300 0.9728 -0.43
C -1.5933 -2.9939 -0.4630 -0.22
N -0.3616 -2.2524 -0.5600 -0.58
C -0.3210 -0.9187 -0.3646 0.60
N -1.3836 -0.1779 -0.3349 -0.53
C -1.2574 1.1751 -0.2063 0.18
C -2.4248 1.9532 -0.1836 -0.31
C -2.3577 3.3214 -0.0596 0.30
O -3.4273 4.1552 -0.0308 -0.47
C -4.7127 3.5964 -0.1420 -0.25
C -1.0912 3.9701 0.0501 0.26
O -1.1463 5.3239 0.1656 -0.48
C 0.0677 6.0263 0.2669 -0.25
C 0.0586 3.2192 0.0329 -0.27
C -0.0115 1.8257 -0.0944 -0.10
C 1.1323 0.9884 -0.1145 0.38
N 2.4260 1.2201 -0.0197 -0.50
C 2.9891 -0.0100 -0.0976 0.31
C 4.4225 -0.2188 -0.0340 -0.02
C 4.9558 -1.5036 -0.1123 -0.19
C 6.3236 -1.6875 -0.0518 -0.22
C 7.1680 -0.5970 0.0864 -0.20
C 6.6410 0.6824 0.1646 -0.22
C 5.2742 0.8746 0.1053 -0.19
N 2.1136 -0.9971 -0.2360 -0.32
N 0.9305 -0.3652 -0.2493 -0.20
H -3.9725 -6.4298 -1.1902 0.19
H -3.9322 -4.6726 -1.4818 0.16
H -5.1554 -5.3696 -0.3872 0.17
H -4.0451 -3.5209 0.7161 0.17
H -3.4305 -4.4214 2.1205 0.18
H -1.1087 -4.0911 1.3290 0.20
H -1.9389 -2.5488 1.6150 0.21
H -1.5156 -3.8734 -1.1060 0.21
H -2.3836 -2.3349 -0.8281 0.22
H 0.5121 -2.7355 -0.4053 0.42
H -3.3644 1.4343 -0.2693 0.23
H -4.9261 2.9114 0.6850 0.18
H -4.8400 3.0675 -1.0921 0.18
H -5.4026 4.4378 -0.1014 0.20
H 0.6938 5.8762 -0.6187 0.18
H -0.2069 7.0772 0.3418 0.20
H 0.6291 5.7326 1.1598 0.18
H 1.0375 3.6612 0.1139 0.24
H 4.2851 -2.3418 -0.2207 0.22
H 6.7361 -2.6843 -0.1126 0.21
H 8.2372 -0.7449 0.1329 0.21
H 7.3003 1.5315 0.2720 0.21
H 4.8434 1.8619 0.1642 0.23
```

The HOMO-LUMO gap comes out at 0.3054 Ha. Its LUMO energy is 0.68 eV. Its SMILES is COCCCNc1nc2cc(OC)c(OC)cc2c2nc(-c3ccccc3)nn12. As for the molar mass: 393.45 g/mol.

Model ii:
Computed, not measured: an isolated molecule of C21H23N5O3, with wB97M-V/def2-TZVPD.

XYZ file:
```
52
Properties=species:S:1:pos:R:3:nbo_charge:R:1
C -6.0815 -0.2541 -1.2519 -0.71
C -5.0035 -0.2960 -0.1954 0.68
O -5.2001 -0.5893 0.9649 -0.59
N -3.7506 -0.1238 -0.6900 -0.58
C -2.7955 0.6554 -0.3534 0.47
C -2.9559 1.9431 0.3029 -0.22
C -4.2624 2.3880 0.5922 0.27
N -5.3172 2.7956 0.7824 -0.29
C -1.8741 2.7212 0.5939 -0.04
C -0.5826 2.2980 0.2132 -0.33
C 0.5706 3.0926 0.5172 0.67
O 0.5920 4.1495 1.1103 -0.59
N 1.8093 2.5243 0.0522 -0.39
C 2.9578 3.2015 0.3274 0.05
C 4.1622 2.7367 -0.0849 -0.26
C 4.2263 1.5335 -0.8190 -0.15
C 3.0869 0.8410 -1.1126 -0.02
C 3.0664 -0.4332 -1.8857 -0.64
C 1.8299 1.3449 -0.6553 0.44
N 0.7507 0.6502 -0.9161 -0.55
C -0.4344 1.0799 -0.4758 0.49
N -1.5109 0.2949 -0.7195 -0.37
C -1.3200 -1.0246 -1.2957 -0.23
C -1.4737 -2.1229 -0.2408 -0.43
C -0.4626 -2.0078 0.8957 -0.06
O 0.8323 -2.2947 0.4174 -0.56
C 1.8019 -2.5111 1.4296 0.11
C 2.3168 -1.1994 2.0293 -0.64
C 2.9433 -3.3128 0.8101 -0.62
H -5.6993 -0.6111 -2.2038 0.22
H -6.4021 0.7805 -1.3650 0.24
H -6.9317 -0.8491 -0.9317 0.23
H -1.9792 3.6683 1.1024 0.25
H 2.8154 4.1139 0.8878 0.26
H 5.0602 3.2844 0.1460 0.23
H 5.1853 1.1628 -1.1478 0.22
H 2.4290 -1.1566 -1.3802 0.26
H 2.6329 -0.2581 -2.8692 0.23
H 4.0702 -0.8303 -2.0079 0.22
H -0.3164 -1.0515 -1.7165 0.25
H -2.0751 -1.1631 -2.0719 0.23
H -1.3389 -3.0861 -0.7324 0.22
H -2.4775 -2.0821 0.1828 0.24
H -0.7311 -2.7253 1.6866 0.18
H -0.5024 -1.0004 1.3373 0.16
H 1.3422 -3.1102 2.2345 0.16
H 2.7688 -0.5876 1.2521 0.20
H 1.5068 -0.6384 2.4897 0.21
H 3.0628 -1.4116 2.7902 0.22
H 2.5484 -4.2050 0.3323 0.22
H 3.4592 -2.7180 0.0622 0.20
H 3.6512 -3.6056 1.5802 0.21
```

The HOMO-LUMO gap comes out at 0.2755 Ha. Its LUMO energy is -0.92 eV. Its SMILES is CC(=O)/N=c1\c(C#N)cc2c(=O)n3cccc(C)c3nc2n1CCCOC(C)C. As for the molar mass: 393.45 g/mol.

Q: Which of them is the most stable? A: model ii.